# 1
Density functional theory data (the ωB97M-V functional and the def2-TZVPD basis) for a structure of composition C23H25FeN2OS at a distorted geometry.

Geometry as XYZ:
```
53
C23H25FeN2OS (the ωB97M-V functional and the def2-TZVPD basis)
C 2.184 0.075 2.916
C 2.226 -0.627 1.690
C 1.863 0.265 0.655
H 2.475 -1.666 1.570
C 1.630 1.526 1.243
C 1.831 1.409 2.629
H 1.292 2.407 0.728
C -1.298 -1.528 3.287
C -0.201 -2.245 2.781
C -0.296 -2.249 1.373
H 0.591 -2.687 3.362
C -1.445 -1.527 0.985
C -2.062 -1.088 2.186
H 1.798 0.036 -0.395
H 1.659 2.187 3.352
H 2.399 -0.332 3.890
H -2.945 -0.480 2.256
H 0.411 -2.703 0.702
H -1.502 -1.317 4.323
Fe 0.000 0.000 2.058
C -1.976 -1.319 -0.418
C -3.484 -1.591 -0.397
C -1.294 -2.269 -1.397
H -3.679 -2.601 -0.040
H -3.902 -1.481 -1.393
H -3.997 -0.899 0.270
H -1.484 -3.307 -1.129
H -0.215 -2.114 -1.407
H -1.673 -2.105 -2.399
C -1.679 0.137 -0.799
C -2.217 0.659 -2.114
H -0.594 0.277 -0.805
H -2.036 0.798 -0.010
O -3.124 0.145 -2.759
N -1.616 1.802 -2.558
C -0.429 2.432 -2.027
H -1.940 2.097 -3.466
C 0.888 1.854 -2.493
C 2.070 2.478 -2.096
H 2.024 3.349 -1.454
C 3.300 1.988 -2.502
H 4.208 2.484 -2.185
C 3.369 0.855 -3.304
H 4.330 0.468 -3.617
C 2.199 0.223 -3.694
H 2.242 -0.661 -4.317
C 0.966 0.722 -3.293
H 0.058 0.228 -3.611
H -0.457 2.406 -0.938
H -0.470 3.488 -2.296
S 0.000 0.000 4.058
C 0.000 0.000 5.868
N 0.000 0.000 7.129
```

As for the net charge: 0. The spin multiplicity is 6. The HOMO energy (alpha / beta) comes out at -7.181 / -8.194 eV. As for the LUMO energy (alpha / beta): 0.160 / -1.538 eV. Its orbital gap (alpha / beta) is 7.3 / 6.7 eV. The value obtained for the energy above the lowest of the compared OMol25 structures with the same formula, charge and spin is 4.010 eV. The calculation puts the electronic energy at -2737.84103 a.u.

Löwdin charges in e: -0.26, -0.15, -0.15, 0.11, -0.15, -0.21, 0.09, -0.34, -0.17, -0.08, 0.13, -0.24, -0.10, 0.10, 0.11, 0.10, 0.12, 0.12, 0.07, 0.44, -0.48, -0.03, -0.02, 0.10, 0.08, 0.08, 0.10, 0.08, 0.09, -0.07, -0.46, 0.09, 0.13, 0.05, 0.07, -0.15, 0.15, -0.22, -0.07, 0.11, -0.08, 0.11, -0.09, 0.10, -0.08, 0.10, -0.04, 0.11, 0.11, 0.13, 0.89, -0.47, 0.04

***

# 2
Density functional theory data (the ωB97M-V functional and the def2-TZVPD basis) for a structure of composition C23H25IrN2OS at a distorted geometry.

Geometry as XYZ:
```
53
C23H25IrN2OS (the ωB97M-V functional and the def2-TZVPD basis)
C 1.534 -0.345 2.182
C 2.312 -0.760 1.053
C 2.339 0.355 0.109
H 2.813 -1.720 0.919
C 1.547 1.415 0.686
C 1.019 0.943 1.938
H 1.352 2.390 0.256
C -1.262 -1.653 3.405
C -0.572 -2.806 2.908
C -0.650 -2.834 1.515
H -0.060 -3.551 3.483
C -1.275 -1.558 1.080
C -1.796 -0.936 2.340
H 2.863 0.388 -0.834
H 0.380 1.495 2.630
H 1.411 -0.894 3.119
H -2.346 0.014 2.375
H -0.218 -3.544 0.790
H -1.307 -1.374 4.443
Ir 0.444 -0.366 0.145
C -2.079 -1.370 -0.226
C -3.593 -1.683 -0.217
C -1.410 -2.389 -1.153
H -3.795 -2.742 0.002
H -3.927 -1.480 -1.254
H -4.129 -1.017 0.472
H -1.602 -3.376 -0.722
H -0.315 -2.289 -1.214
H -1.819 -2.407 -2.157
C -1.942 0.215 -0.402
C -1.228 0.518 -1.626
H -1.416 0.736 0.505
H -2.922 0.690 -0.348
O -0.070 -0.258 -1.681
N -1.273 1.651 -2.386
C -0.316 2.672 -1.955
H -2.065 2.042 -2.901
C 1.003 2.172 -2.520
C 2.191 2.815 -2.198
H 2.138 3.798 -1.714
C 3.389 2.200 -2.566
H 4.309 2.713 -2.321
C 3.411 0.969 -3.231
H 4.355 0.469 -3.456
C 2.207 0.387 -3.601
H 2.139 -0.551 -4.124
C 1.015 1.027 -3.333
H 0.122 0.726 -3.902
H -0.318 2.762 -0.855
H -0.579 3.683 -2.287
S -0.879 1.606 5.312
C 0.086 0.818 6.373
N 0.782 0.230 7.146
```

As for the net charge: +1. The spin multiplicity is 6. The HOMO energy (alpha / beta) comes out at -9.573 / -10.921 eV. As for the LUMO energy (alpha / beta): -3.676 / -6.369 eV. Its orbital gap (alpha / beta) is 5.9 / 4.6 eV. The value obtained for the energy above the lowest of the compared OMol25 structures with the same formula, charge and spin is 0.970 eV. The calculation puts the electronic energy at -1578.07150 a.u.

Löwdin charges in e: -0.16, -0.19, -0.20, 0.12, -0.15, -0.16, 0.10, -0.06, -0.01, 0.03, 0.12, -0.33, 0.03, 0.10, 0.08, 0.13, 0.14, 0.13, 0.09, 1.46, -0.48, -0.02, -0.07, 0.10, 0.11, 0.09, 0.09, 0.07, 0.10, -0.14, -0.39, 0.11, 0.13, -0.29, -0.01, -0.13, 0.16, -0.22, -0.06, 0.13, -0.10, 0.10, -0.09, 0.11, -0.08, 0.11, -0.06, 0.13, 0.11, 0.13, 0.75, -0.80, 0.13

***

# 3
Density functional theory data (the ωB97M-V functional and the def2-TZVPD basis) for a structure of composition C23H25MgN8OS3 at a distorted geometry.

Geometry as XYZ:
```
61
C23H25MgN8OS3 (the ωB97M-V functional and the def2-TZVPD basis)
Mg 0.470 -0.181 0.530
C 1.555 4.285 -2.651
C 0.360 3.654 -2.956
C 0.157 2.333 -2.597
C 1.131 1.630 -1.887
C 2.339 2.273 -1.603
C 2.552 3.581 -1.991
N 0.934 0.351 -1.381
C 1.077 -0.735 -2.137
C 1.151 -0.754 -3.547
C 1.305 -1.937 -4.224
C 1.410 -3.159 -3.543
C 1.385 -3.188 -2.174
C 1.225 -1.992 -1.447
N 1.288 -1.844 -0.129
N 1.581 -2.795 0.714
C 1.753 -2.307 1.954
C 2.141 -3.185 2.992
C 2.442 -2.676 4.225
C 2.374 -1.289 4.424
C 1.960 -0.499 3.372
N 1.619 -0.975 2.184
H 1.707 5.317 -2.932
H -0.415 4.193 -3.487
H -0.760 1.823 -2.862
H 3.090 1.717 -1.058
H 3.495 4.061 -1.772
H 1.080 0.178 -4.089
H 1.353 -1.932 -5.305
H 1.541 -4.069 -4.109
H 1.488 -4.112 -1.625
H 2.213 -4.237 2.764
H 2.744 -3.325 5.035
H 2.657 -0.848 5.367
H 1.911 0.579 3.470
C -3.601 2.439 -1.882
C -3.310 0.991 -1.804
N -3.878 0.049 -2.490
N -3.376 -1.111 -2.007
C -2.483 -0.899 -1.010
S -1.724 -1.983 -0.032
N -2.419 0.463 -0.911
N -1.586 1.108 -0.026
H -4.582 2.579 -2.325
H -2.866 2.961 -2.493
H -3.589 2.873 -0.883
H -3.677 -1.994 -2.386
H -2.015 1.070 0.920
H -1.425 2.067 -0.318
C -1.936 -1.887 3.574
S -1.333 -0.378 2.743
C -0.891 0.560 4.249
O -2.570 0.320 2.309
H -2.768 -1.641 4.221
H -1.117 -2.330 4.125
H -2.263 -2.558 2.787
H -0.173 -0.002 4.831
H -1.797 0.775 4.804
H -0.444 1.481 3.891
S 0.827 3.305 1.113
C 0.685 1.806 1.475
```

As for the net charge: 0. The spin multiplicity is 2. The HOMO energy (alpha / beta) comes out at -5.189 / -6.241 eV. As for the LUMO energy (alpha / beta): -1.532 / -1.495 eV. Its orbital gap (alpha / beta) is 3.7 / 4.7 eV. The calculation puts the electronic energy at -2799.32324 a.u.

Löwdin charges in e: 0.34, -0.11, -0.10, -0.06, -0.34, -0.07, -0.11, -0.02, -0.26, -0.03, -0.11, -0.12, -0.03, -0.28, -0.14, 0.07, -0.36, -0.02, -0.09, -0.10, -0.21, 0.00, 0.10, 0.10, 0.10, 0.12, 0.10, 0.10, 0.09, 0.09, 0.10, 0.11, 0.10, 0.09, 0.09, 0.01, -0.34, 0.11, 0.04, -0.73, 0.77, -0.07, 0.06, 0.09, 0.07, 0.09, 0.16, 0.04, 0.08, -0.20, 0.76, -0.21, -0.54, 0.06, 0.06, 0.03, 0.04, 0.06, 0.03, 0.89, -0.49

***

# 4
Density functional theory data (the ωB97M-V functional and the def2-TZVPD basis) for a structure of composition C23H25N2OSZn at a distorted geometry.

Geometry as XYZ:
```
53
C23H25N2OSZn (the ωB97M-V functional and the def2-TZVPD basis)
C 2.684 0.163 3.141
C 2.587 -0.579 1.932
C 2.079 0.275 0.929
H 2.913 -1.612 1.795
C 1.895 1.595 1.505
C 2.278 1.491 2.896
H 1.817 2.521 0.932
C -1.438 -2.068 3.143
C -0.267 -2.534 2.488
C -0.417 -2.292 1.098
H 0.589 -3.009 2.960
C -1.698 -1.701 0.885
C -2.318 -1.551 2.155
H 1.981 0.051 -0.133
H 2.297 2.319 3.602
H 3.070 -0.222 4.085
H -3.314 -1.143 2.322
H 0.307 -2.526 0.316
H -1.628 -2.102 4.213
Zn -0.126 1.061 1.876
C -2.375 -1.475 -0.446
C -3.734 -2.194 -0.397
C -1.542 -2.059 -1.592
H -3.596 -3.253 -0.140
H -4.231 -2.138 -1.373
H -4.396 -1.742 0.353
H -1.345 -3.122 -1.398
H -0.583 -1.540 -1.706
H -2.099 -1.982 -2.535
C -2.657 0.037 -0.695
C -1.466 0.921 -0.932
H -3.217 0.447 0.162
H -3.304 0.106 -1.586
O -0.656 1.259 -0.015
N -1.276 1.462 -2.135
C -0.279 2.531 -2.344
H -1.903 1.234 -2.893
C 1.088 1.969 -2.624
C 2.235 2.598 -2.124
H 2.116 3.507 -1.527
C 3.497 2.064 -2.388
H 4.386 2.556 -1.992
C 3.618 0.915 -3.179
H 4.604 0.504 -3.396
C 2.473 0.289 -3.682
H 2.550 -0.607 -4.296
C 1.208 0.827 -3.415
H 0.306 0.360 -3.818
H -0.260 3.175 -1.459
H -0.629 3.119 -3.202
S -0.404 0.435 6.289
C -0.623 0.717 4.754
N -0.797 0.944 3.592
```

As for the net charge: -1. The HOMO energy comes out at -2.956 eV. As for the LUMO energy: 2.115 eV. Its orbital gap is 5.1 eV. The calculation puts the electronic energy at -3253.73198 a.u.

Löwdin charges in e: -0.15, -0.15, -0.20, 0.09, -0.30, -0.20, 0.07, -0.19, -0.18, -0.14, 0.07, -0.31, -0.16, 0.08, 0.08, 0.08, 0.08, 0.08, 0.07, 0.79, -0.51, -0.06, -0.06, 0.10, 0.07, 0.08, 0.09, 0.08, 0.07, -0.05, -0.38, 0.14, 0.12, -0.05, 0.09, -0.11, 0.15, -0.22, -0.04, 0.11, -0.08, 0.11, -0.09, 0.10, -0.08, 0.10, -0.05, 0.11, 0.13, 0.13, 0.53, -0.99, -0.02